Entry 1:
11
Properties=species:S:1:pos:R:3:forces:R:3:mulliken_charge:R:1 method="wB97M-V/def2-TZVPD" e_homo_ev=-15.47 energy_ev=-5161.0549 fmax_ev_per_a=0.8 charge=+1 smiles="C/[NH+]=C/N"
C 0.0898 1.2620 1.0796 0.072 -0.004 -0.381 -0.70
N 0.5202 0.2703 0.0759 -0.111 0.544 -0.232 -0.23
C -0.3321 -0.3814 -0.6827 0.034 -0.213 0.067 0.21
N -0.1747 -1.6123 -1.1098 0.224 0.298 0.084 -0.32
H -0.9842 1.4204 0.9980 0.081 0.111 -0.070 0.31
H 0.2958 0.8227 2.0538 0.003 0.179 0.061 0.30
H 0.6447 2.1871 0.9390 -0.145 0.016 0.110 0.28
H 1.5219 0.1576 -0.0014 -0.051 -0.729 0.169 0.27
H -1.2392 0.1255 -1.0118 -0.180 -0.170 0.640 0.34
H 0.6215 -2.1654 -0.8186 -0.119 -0.045 -0.080 0.26
H -0.9638 -2.0865 -1.5220 0.191 0.013 -0.369 0.27



Entry 2:
12
Properties=species:S:1:pos:R:3:forces:R:3:mulliken_charge:R:1 method="wB97M-V/def2-TZVPD" e_homo_ev=-1.39 energy_ev=-7212.0227 fmax_ev_per_a=3.1 charge=-1
C -0.6695 2.0636 -0.5907 -0.216 -0.408 -1.036 -0.56
O -0.7850 0.8633 -1.3173 0.230 0.268 -0.191 -0.45
H -0.4327 2.8720 -1.2962 0.195 0.104 0.108 0.20
H -1.6400 2.3399 -0.1550 0.206 -0.050 0.454 0.18
H 0.1389 1.9678 0.1346 -0.169 0.234 0.401 0.25
N -0.0391 -1.8935 1.3946 -1.540 -1.166 -1.622 -0.47
C 0.2871 -1.1311 0.2235 2.268 1.602 1.303 -1.17
N 1.1771 -1.6317 -0.5930 -0.709 -1.692 0.913 -0.71
H 0.2022 -1.5791 2.3148 -0.251 0.366 -0.104 0.33
H -0.0404 -2.8954 1.1975 0.866 -0.135 0.568 0.43
H -0.2483 0.1621 -0.8133 -0.722 0.265 0.232 0.82
H 2.0496 -1.1378 -0.4996 -0.156 0.613 -1.025 0.16



Entry 3:
12
Properties=species:S:1:pos:R:3:forces:R:3:mulliken_charge:R:1 method="wB97M-V/def2-TZVPD" e_homo_ev=-2.14 energy_ev=-7211.9536 fmax_ev_per_a=2.3 charge=-1
C 1.8054 0.1010 -0.3661 0.315 -0.500 0.435 -1.04
C 0.8857 -0.7797 0.6806 1.002 1.631 -0.725 -0.14
N -0.3255 -0.6565 0.8704 0.485 -1.080 0.308 -0.76
N -1.8407 0.9621 -0.3703 1.478 -0.805 -1.515 -0.72
O -2.9602 0.2921 0.2197 -0.660 -1.529 0.570 -0.42
H 1.8450 1.1409 -0.0098 0.132 -0.253 0.367 0.23
H 2.8503 -0.3343 -0.3213 -0.953 0.541 -0.264 0.32
H 1.4927 0.2603 -1.4208 -0.127 -0.763 0.486 0.25
H 1.6117 -1.2932 1.3609 -0.108 -0.374 -0.091 0.25
H -2.6844 -0.5853 0.6509 0.353 1.807 -0.978 0.32
H -0.9478 0.3139 0.0795 -1.154 0.814 -0.017 0.53
H -1.7322 0.5785 -1.3737 -0.763 0.512 1.423 0.19



Entry 4:
12
Properties=species:S:1:pos:R:3:forces:R:3:mulliken_charge:R:1 method="wB97M-V/def2-TZVPD" e_homo_ev=-14.30 energy_ev=-7204.7284 fmax_ev_per_a=2.8 charge=+1
C 1.5103 0.6896 0.2619 0.555 0.402 -2.554 -0.51
C -1.2008 0.2382 0.0064 -1.068 1.487 1.687 -0.30
N 1.4407 -0.4971 -0.2531 0.537 -0.512 -0.856 0.27
N -1.2001 -1.0353 0.0071 -1.222 -0.746 0.385 -0.13
O 0.8614 -1.5328 0.1654 1.281 -0.356 0.847 -0.56
H 1.1858 0.7945 1.2373 -0.479 0.493 1.777 0.46
H 1.9622 1.4925 -0.3895 -0.431 -1.073 1.144 0.27
H -1.0926 0.7701 1.0527 -0.288 -0.927 -2.604 0.32
H -1.5478 0.7181 -0.9375 0.696 0.013 1.034 0.32
H -1.0907 -1.6251 0.8437 0.057 0.692 -0.463 0.32
H 1.8860 -0.6588 -1.1535 0.122 0.372 -0.387 0.26
H -1.4651 -1.5655 -0.8200 0.241 0.155 -0.009 0.27



Entry 5:
13
Properties=species:S:1:pos:R:3:forces:R:3:mulliken_charge:R:1 method="wB97M-V/def2-TZVPD" e_homo_ev="-15.18 / -15.23" energy_ev=-9247.3505 fmax_ev_per_a=5.2 charge=+1
C -1.6228 -0.0446 -0.5777 2.047 0.322 0.327 -0.77
C -0.8738 0.7316 0.5664 -0.728 0.020 -0.405 -0.27
N 1.4806 0.8700 -0.1028 -1.048 1.754 0.836 -0.05
N 0.4858 0.4269 0.3760 4.004 -3.027 -1.179 0.38
O 2.5154 0.1701 -0.4265 -1.056 -2.326 0.152 -0.20
O 0.9996 -1.8348 0.0063 -0.069 2.633 -1.418 -0.41
H -2.6543 -0.0143 -0.2379 -0.149 -0.419 -0.731 0.34
H -1.3648 0.3813 -1.6076 -0.810 -0.379 1.553 0.32
H -1.0670 -1.0167 -0.4851 -1.472 0.344 -0.481 0.27
H -1.0723 0.3278 1.5623 -0.378 0.040 -0.144 0.29
H -0.9774 1.8143 0.5906 -0.083 0.243 -0.150 0.36
H 3.3623 0.6162 -0.3750 0.279 1.373 0.004 0.43
H 0.7888 -2.4276 0.7110 -0.536 -0.577 1.638 0.33



Entry 6:
13
Properties=species:S:1:pos:R:3:forces:R:3:mulliken_charge:R:1 method="wB97M-V/def2-TZVPD" e_homo_ev=-15.74 energy_ev=-9250.0099 fmax_ev_per_a=4.9 charge=+1 smiles="CO/[N+](C)=N/O"
C -1.9135 0.9218 0.0826 0.369 0.564 1.794 -0.52
O -1.1621 -0.3312 -0.0252 -0.553 1.321 -0.137 -0.26
N 0.1427 -0.2065 -0.1044 4.819 -0.949 -0.551 0.82
C 0.8056 -1.5266 0.0967 2.161 0.677 0.336 -0.75
N 0.8387 0.8431 -0.3399 -4.387 1.510 0.886 -0.21
O 2.1224 0.7857 -0.2343 0.735 -4.114 0.125 -0.32
H -2.8919 0.6002 -0.1493 -1.005 -0.209 -0.720 0.29
H -1.4791 1.5988 -0.6653 -0.517 0.204 0.698 0.30
H -2.0238 1.2592 1.2073 1.025 -0.380 -2.286 0.29
H 0.1769 -2.3748 -0.0309 -1.573 -0.114 1.157 0.36
H 1.3538 -1.3587 1.1148 -0.710 -1.106 -2.108 0.31
H 1.4016 -1.8053 -0.8153 0.570 1.272 1.098 0.28
H 2.6287 1.5942 -0.1368 -0.934 1.324 -0.293 0.42



Entry 7:
17
Properties=species:S:1:pos:R:3:forces:R:3:mulliken_charge:R:1 method="wB97M-V/def2-TZVPD" e_homo_ev=-4.05 energy_ev=-35027.8014 fmax_ev_per_a=4.5 charge=-1
C 0.0363 0.9926 -0.0224 -1.202 -0.055 -0.337 -0.74
C -0.6838 -0.1053 0.6582 -0.659 -1.051 1.337 0.29
N -0.3861 -0.3928 1.8820 1.760 3.227 -2.554 -0.71
N 0.0304 0.8212 -1.4632 0.597 -0.618 -0.384 -0.49
O -2.2191 -0.8548 -1.5503 0.147 -0.194 0.228 -0.70
O 2.1063 -0.7938 1.3218 2.356 -0.925 0.574 -0.50
O -3.2740 -0.3619 0.6244 -0.347 0.031 0.109 -0.62
O 2.6299 -0.1409 -0.9838 1.685 -1.566 0.192 -0.51
S -2.2200 -1.1222 -0.0829 0.515 0.514 0.119 0.52
S 2.0364 -1.4286 -0.1426 0.153 0.791 -0.484 0.14
H -0.5257 1.8885 0.2224 0.002 0.344 0.275 0.39
H 1.0199 1.0692 0.3973 0.579 0.368 0.370 0.38
H 1.2677 -0.4950 1.6838 -1.581 0.168 0.361 0.45
H -0.9735 -1.0697 2.1837 -2.344 -2.956 1.512 0.21
H -0.3953 1.6589 -1.8661 -0.156 -1.246 -0.355 0.20
H -0.3831 -0.1352 -1.6999 0.124 2.352 -0.110 0.25
H 1.9336 0.4699 -1.1624 -1.629 0.818 -0.852 0.45



Entry 8:
13
Properties=species:S:1:pos:R:3:forces:R:3:mulliken_charge:R:1 method="wB97M-V/def2-TZVPD" e_homo_ev=-9.66 energy_ev=-16504.7069 fmax_ev_per_a=3.9 charge=0 smiles="C=N[P@@](C)(N)=O"
C -2.2390 0.0251 -0.0305 -2.035 -0.897 -0.375 -0.23
N -1.1833 0.2928 0.5588 1.659 1.061 1.235 -0.48
P 0.2712 -0.4298 0.0809 -0.090 -3.204 -2.266 0.94
C 1.0768 0.7814 -1.0007 1.906 0.837 -1.482 -1.02
N 1.1874 -0.5097 1.4796 -0.254 -0.352 1.786 -0.58
O 0.0343 -1.7739 -0.6582 0.890 3.024 1.993 -0.70
H -3.2089 0.3885 0.4106 0.842 -0.140 -0.740 0.24
H -2.2516 -0.6734 -0.8892 -0.259 0.293 0.235 0.26
H 0.6461 1.7859 -1.0018 -0.021 -0.073 0.561 0.36
H 2.2199 0.9012 -0.9589 -1.659 -0.311 0.898 0.32
H 1.0369 0.5218 -2.0752 -0.716 -0.552 0.517 0.35
H 0.9456 0.1694 2.2712 0.442 -1.570 -1.694 0.27
H 1.4644 -1.4793 1.8133 -0.704 1.884 -0.668 0.28



Entry 9:
14
Properties=species:S:1:pos:R:3:forces:R:3:mulliken_charge:R:1 method="wB97M-V/def2-TZVPD" e_homo_ev=-9.49 energy_ev=-27340.7943 fmax_ev_per_a=5.5 charge=0 smiles="N[P@@]1(=O)NCCS1"
N 0.2685 1.5750 1.5182 -2.458 1.082 -1.490 -0.48
P 1.2362 1.2478 0.2050 -1.373 0.273 0.629 0.73
O 2.5675 1.8579 0.1900 0.133 -0.203 0.013 -0.64
N 1.1783 -0.4390 0.2600 5.214 0.674 -1.735 -0.40
C -0.0124 -0.9048 -0.2954 -3.616 -0.686 1.546 -0.65
C -0.5963 -0.0696 -1.4919 1.418 -1.311 -0.587 -0.42
S -0.0779 1.6585 -1.4173 0.477 -0.256 0.297 -0.24
H -0.6699 2.0719 1.4431 2.268 -0.875 0.165 0.24
H 0.7837 1.6814 2.3430 0.432 0.370 1.547 0.21
H 2.1334 -0.6635 -0.2455 -2.543 -0.186 0.924 0.33
H -0.7612 -0.8551 0.6652 1.225 -0.025 -2.522 0.28
H -0.0365 -1.9568 -0.6091 0.474 0.244 0.269 0.39
H -0.2960 -0.5580 -2.4763 -0.292 0.822 1.161 0.33
H -1.6399 -0.1426 -1.3765 -1.360 0.077 -0.217 0.34



Entry 10:
12
Properties=species:S:1:pos:R:3:forces:R:3:lowdin_spin:R:1 method="wB97M-V/def2-TZVPD" s2=0.753 e_homo_ev="-9.34 / -9.26" energy_ev=-16001.1973 fmax_ev_per_a=0.8 spin_multiplicity=2 charge=0
C 1.3323 0.2559 -2.3342 -0.211 0.197 -0.034 0.10
S -0.4002 -0.1018 -2.0307 0.128 0.050 -0.274 0.83
H 1.7321 0.7443 -1.4427 0.008 -0.109 0.148 0.03
H 1.8816 -0.6677 -2.5052 0.069 0.048 -0.010 0.01
H 1.4589 0.9657 -3.1477 0.011 -0.134 -0.132 0.00
N -0.2414 -0.0709 1.0701 -0.028 0.067 0.232 0.02
C 0.1027 -0.0153 2.3974 0.683 0.364 -0.244 0.00
N -0.5838 0.0448 3.4543 -0.387 -0.035 0.214 0.00
H -1.1532 0.1382 0.7037 -0.111 -0.282 0.246 0.01
H 0.4390 -0.4207 0.4229 -0.066 0.037 -0.083 0.01
H 1.1920 0.0587 2.5026 -0.119 -0.278 0.096 0.00
H -1.5879 -0.0380 3.2959 0.023 0.074 -0.160 0.00